# 1
A molecular structure, ClCr at a distorted geometry, computed with the ωB97M-V functional and the def2-TZVPD basis.

Output
**2S+1**: 5
**Charge**: +1
**Lowest unoccupied orbital energy (spin up / spin down)**: -9.00 / -7.55 eV
**⟨S²⟩**: 6.16
**HOMO energy (spin up / spin down)**: -15.6395 / -15.8688 eV

Atoms and positions in Å:
Cr -0.539 0.947 -0.602
Cl 0.539 -0.947 0.602

Listed below, in e, are the natural (NBO) charges computed for each atom: atom 1 (Cr): 1.491, atom 2 (Cl): -0.491



# 2
A single C4H6Br2 molecule at a distorted geometry, computed with the ωB97M-V functional and the def2-TZVPD basis.

Output
**SMILES string**: C=C(Br)[C@@H](C)Br
**Lowest unoccupied orbital energy**: 0.75 eV
**HOMO energy**: -9.7419 eV

Atoms and positions in Å:
C -0.757 1.724 0.327
C 0.207 1.014 -0.172
Br 2.005 1.659 -0.292
C 0.044 -0.468 -0.649
C 0.400 -1.455 0.476
Br -1.723 -0.766 -1.367
H -0.784 2.741 0.860
H -1.645 1.213 0.298
H 0.714 -0.544 -1.449
H -0.455 -1.506 1.306
H 0.521 -2.468 -0.029
H 1.472 -1.144 0.693

Atomic partial charges in e from the natural (NBO) method, atoms 1 to 4: atom 1 (C): -0.415, atom 2 (C): -0.071, atom 3 (Br): 0.039, atom 4 (C): -0.288



# 3
A single C2H3FN2O molecule at a distorted geometry, computed with the ωB97M-V functional and the def2-TZVPD basis.

Output
**SMILES string**: COC1=NN1F
**Lowest unoccupied orbital energy**: 0.65 eV
**HOMO energy**: -10.1811 eV

Atoms and positions in Å:
C 1.288 0.005 0.010
O 0.361 0.989 -0.002
C -0.838 0.667 0.036
N -2.063 0.888 0.166
N -1.544 -0.431 0.400
F -1.777 -1.359 -0.700
H 1.613 -0.227 -1.000
H 0.815 -0.872 0.473
H 2.145 0.339 0.617

Atomic partial charges in e from the natural (NBO) method, atoms 1 to 4: atom 1 (C): -0.259, atom 2 (O): -0.422, atom 3 (C): 0.618, atom 4 (N): -0.222



# 4
A molecular structure, C11H10ClNORh at a distorted geometry, computed with the ωB97M-V functional and the def2-TZVPD basis.

Output
**2S+1**: 5
**Charge**: -1
**Lowest unoccupied orbital energy (spin up / spin down)**: 3.56 / 1.60 eV
**⟨S²⟩**: 6.02
**HOMO energy (spin up / spin down)**: -2.4043 / -4.5122 eV

Atoms and positions in Å:
C -2.624 -0.993 0.062
C -1.831 -1.194 -1.119
C -1.341 0.066 -1.538
H -1.518 -2.134 -1.561
C -1.748 1.073 -0.618
C -2.585 0.433 0.372
H -2.866 0.894 1.305
H -2.952 -1.801 0.715
H -0.805 0.252 -2.444
H -1.379 2.083 -0.640
Rh -0.767 -0.345 0.364
Cl 0.331 -2.368 1.193
C 2.540 0.169 0.498
C 2.046 1.401 -0.061
C 1.519 1.109 -1.349
H 2.061 2.377 0.446
C 1.670 -0.287 -1.601
C 2.338 -0.871 -0.485
H 2.519 -1.927 -0.298
H 2.926 0.020 1.515
H 1.055 1.861 -2.000
H 1.228 -0.873 -2.422
O -0.044 -0.026 4.365
C 0.055 0.291 3.205
N 0.173 0.789 2.096

Atomic partial charges in e from the Mulliken method, atoms 1 to 4: atom 1 (C): -0.453, atom 2 (C): -0.945, atom 3 (C): -0.320, atom 4 (H): 0.421



Calculated ΔE to the lowest compared entry with this formula, charge and spin (kJ/mol), listed in the same order as above: 62.7, 0.0, 398.5, 5.5